No. 1
13
Properties=species:S:1:pos:R:3:forces:R:3:nbo_charge:R:1 method="wB97M-V/def2-TZVPD" de_lowest_kcal_mol=127.9 e_lumo_ev="-0.594 / -0.111" total_charge=0
C -1.478753 -0.102138 0.687048 1.1 -0.3 -0.7 -0.151
C -1.903081 1.111317 0.260127 -0.1 -0.6 0.3 -0.052
C 1.679304 0.994269 -0.125302 1.8 -2.4 -0.9 -0.035
C 0.926359 -0.308232 -0.424833 -0.5 -0.7 1.3 -0.460
C -0.619446 -0.117007 -0.594389 1.3 -0.1 2.1 -0.117
N 1.162398 2.039795 0.173694 -1.0 2.4 0.7 -0.185
N -1.176804 1.220696 -0.874750 -0.3 0.9 0.2 -0.271
H -1.785616 -0.798422 1.434266 0.0 -0.3 0.4 0.201
H -2.678819 1.623709 0.751958 -0.8 1.7 -0.3 0.196
H 2.824947 0.975769 -0.238309 -1.2 -0.2 0.2 0.203
H 1.443191 -0.801742 -1.255140 -0.4 0.0 0.0 0.231
H 1.026281 -0.991639 0.509020 0.1 1.0 -1.6 0.234
H -1.094545 -0.812080 -1.204750 -0.1 -1.4 -1.8 0.206

No. 2
75
Properties=species:S:1:pos:R:3:forces:R:3:lowdin_spin:R:1 method="wB97M-V/def2-TZVPD" s2=0.77 e_lumo_ev="-9.121 / -12.705" multiplicity=2 total_charge=+3
Hf 0.520367 -0.256209 0.964754 0.1 -0.1 0.3 0.040
C 1.334470 2.693560 1.669757 0.0 0.0 0.0 0.001
C -0.182557 2.772019 1.645726 0.0 0.0 0.0 0.000
C -0.694176 3.766475 0.627743 0.0 0.0 0.0 0.000
C -0.751501 3.044628 3.026178 0.0 0.0 0.0 0.000
O -0.645403 1.410000 1.199816 -0.1 -0.1 0.0 0.004
Ge -1.794957 0.256611 2.489766 -0.1 0.1 0.0 0.000
O 0.090231 -0.307683 2.951382 0.0 -0.1 -0.3 0.007
C 0.417642 -1.124309 4.193670 0.0 0.0 0.1 0.001
C 0.970310 -2.455653 3.728206 0.0 0.0 0.0 0.000
C 1.436849 -0.303683 4.953652 0.0 0.0 0.0 0.000
C -0.878947 -1.292388 4.960425 0.0 0.0 0.0 0.000
O -1.374103 -1.078680 1.013453 0.3 0.3 -0.1 0.001
C -2.438239 -1.696739 0.163348 0.0 -0.1 0.0 0.000
C -1.933584 -3.089610 -0.158505 0.0 0.0 0.0 0.000
C -3.719577 -1.733656 0.975320 0.1 0.0 0.0 0.000
C -2.591942 -0.834224 -1.074711 0.0 0.0 0.1 0.000
H 1.773968 3.665556 1.894404 0.0 0.0 0.0 0.000
H 1.691401 2.000004 2.439004 0.0 0.0 0.0 0.000
H 1.724418 2.406290 0.681307 0.0 0.0 0.0 0.001
H -0.472848 4.779192 0.965818 0.0 0.0 0.0 0.000
H -0.216888 3.622962 -0.340560 0.0 0.0 0.0 0.000
H -1.775245 3.678945 0.515301 0.0 0.0 0.0 0.000
H -0.397983 4.014681 3.376033 0.0 0.0 0.0 0.000
H -1.842527 3.093163 3.006247 0.0 0.0 0.0 0.000
H -0.415485 2.305486 3.760410 0.0 0.0 0.0 0.000
H 1.948212 -2.332717 3.259833 0.0 0.0 0.0 0.000
H 1.114875 -3.109943 4.587559 0.0 0.0 0.0 0.000
H 0.283685 -2.956793 3.042085 0.0 0.0 0.0 0.000
H 2.320993 -0.114731 4.342941 0.0 0.0 0.0 0.000
H 1.013595 0.646741 5.279537 0.0 0.0 0.0 0.000
H 1.753451 -0.851236 5.841768 0.0 0.0 0.0 0.000
H -1.616241 -1.869942 4.393308 0.0 0.0 0.0 0.000
H -0.681960 -1.846281 5.878365 0.0 0.0 0.0 0.000
H -1.301645 -0.329279 5.257331 0.0 0.0 0.0 0.000
H -1.823905 -3.683686 0.748377 0.0 0.0 0.0 0.000
H -2.642466 -3.597756 -0.812249 0.0 0.0 0.0 0.000
H -0.966839 -3.044623 -0.668438 0.0 0.0 0.0 0.000
H -3.574593 -2.260647 1.920591 0.0 0.0 0.0 0.000
H -4.111551 -0.731493 1.168023 0.0 0.0 0.0 0.000
H -4.485977 -2.271426 0.417689 0.0 0.0 0.0 0.000
H -1.664569 -0.828054 -1.654419 0.0 0.0 0.0 0.000
H -3.380646 -1.232412 -1.713035 0.0 0.0 0.0 0.000
H -2.863540 0.189079 -0.806456 0.0 0.0 0.0 0.000
O 2.662687 -0.280738 1.221577 -0.1 -0.1 0.0 0.004
C 2.746565 -1.500580 0.855666 -0.1 0.0 0.0 0.003
O 1.699106 -2.058701 0.401898 0.0 0.1 0.0 0.003
H 3.690888 -2.044596 0.941114 0.0 0.0 0.0 0.000
C 3.162591 0.105612 -2.019599 0.0 0.0 0.0 0.034
P 1.342339 0.168823 -2.036580 0.0 0.0 0.0 0.158
C 0.787649 1.687781 -2.798257 0.1 0.0 0.0 0.022
C 1.618789 2.407240 -3.663255 -0.1 0.1 0.1 0.005
C 1.120467 3.532011 -4.300232 0.0 0.0 0.0 0.005
C -0.193211 3.935278 -4.086204 0.0 0.0 0.0 0.009
C -1.018482 3.221615 -3.225972 0.0 0.0 0.0 0.000
C -0.527472 2.102281 -2.573225 -0.1 0.0 0.0 0.009
C 0.814188 -1.203984 -3.061976 0.0 0.0 0.1 0.210
C 1.350785 -2.510621 -2.830065 0.0 0.1 0.0 0.076
C 1.043572 -3.532752 -3.681168 0.0 0.0 -0.1 0.040
C 0.152948 -3.298599 -4.751824 0.0 0.0 0.0 0.237
C -0.432279 -2.026183 -4.955162 0.0 -0.1 0.0 0.053
C -0.132483 -0.997235 -4.107746 0.1 -0.1 0.0 0.060
H 3.549784 0.247889 -3.027755 0.0 0.0 0.0 0.004
H 3.510026 -0.860381 -1.656872 0.0 0.0 0.0 0.000
H 3.542022 0.892969 -1.369081 0.0 0.0 0.0 0.000
H 2.639807 2.103050 -3.848850 0.0 0.0 0.0 0.000
H 1.757454 4.091245 -4.972089 0.0 0.0 0.0 0.000
H -0.573553 4.812454 -4.592486 0.0 0.0 0.0 0.000
H -2.038498 3.542467 -3.061689 0.0 0.0 0.0 0.000
H -1.166095 1.549313 -1.892947 0.0 0.0 0.0 0.001
H 2.012680 -2.685847 -1.992913 0.0 0.0 0.0 0.001
H 1.472231 -4.515861 -3.542030 0.0 0.0 0.0 -0.001
H -0.093967 -4.110689 -5.425092 0.0 0.0 0.0 0.009
H -1.100143 -1.870577 -5.791853 0.0 0.0 0.0 0.000
H -0.554990 -0.014200 -4.266057 0.0 0.0 0.0 0.001

No. 3
38
Properties=species:S:1:pos:R:3:forces:R:3:nbo_charge:R:1 method="wB97M-V/def2-TZVPD" de_lowest_kcal_mol=28.0 e_lumo_ev=-2.575 total_charge=+1
C 0.723285 -0.609039 1.892255 0.7 -0.1 1.2 -0.243
N 0.666254 -0.410091 0.454692 -0.3 -0.3 0.2 -0.651
C 1.053286 0.902715 -0.089744 -0.6 -1.3 0.6 -0.253
C 2.556082 1.168767 -0.144220 -0.7 2.6 -1.2 -0.541
S 3.055686 1.893779 -1.766918 0.4 -0.5 -0.8 -0.058
C -0.359289 0.234898 2.592690 0.7 0.0 -1.0 -0.051
N -1.621062 -0.217701 1.916282 0.0 1.1 -0.8 -0.735
C -0.371219 0.329525 4.107060 0.0 -0.4 -1.0 -0.619
H 1.707311 -0.379829 2.321704 -0.1 0.3 0.1 0.191
H 0.565952 -1.654718 2.157541 -0.1 -0.2 -0.5 0.224
H 1.182020 -1.158857 0.014237 -0.3 -0.1 -0.2 0.391
H 0.511724 1.611072 0.533655 0.4 0.5 -0.1 0.190
H 0.551206 0.994048 -1.053804 0.4 -0.1 -0.2 0.225
H 3.260275 0.359042 -0.046921 -0.1 -0.4 0.5 0.240
H 2.775976 2.043197 0.461373 0.4 -0.7 0.9 0.234
H 2.117104 2.824635 -2.003995 -0.1 -0.1 0.5 0.126
H -0.098714 1.214138 2.193711 -0.8 0.3 0.2 0.200
H -2.220620 -0.863445 2.421094 0.2 -0.1 0.1 0.436
H -2.175345 0.564174 1.539164 -0.4 0.1 0.6 0.461
H -1.300900 -0.657811 1.032384 -0.1 -0.6 0.2 0.495
H -1.003116 1.154971 4.413340 0.1 0.2 0.2 0.230
H -0.726578 -0.581432 4.579521 0.2 -0.2 0.1 0.223
H 0.677709 0.517632 4.326914 -0.1 0.1 0.7 0.241
H -2.116527 -3.387063 0.493069 0.0 0.0 0.1 0.485
H -1.507796 -2.452622 -0.541230 -0.5 0.0 0.6 0.512
O -1.653440 -2.544839 0.437122 0.3 -0.2 -0.3 -1.021
H 1.449089 -1.189645 -2.003674 0.3 0.0 -0.4 0.480
H 1.395221 -2.692940 -2.446274 0.2 0.1 -0.1 0.498
O 0.889798 -1.967759 -2.068627 -0.2 0.0 0.2 -0.962
H -1.854078 0.601866 -3.569433 -0.1 -0.1 0.3 0.478
H -0.491441 0.179843 -3.969289 0.2 -0.3 0.2 0.484
O -1.125549 0.049406 -3.251670 -0.1 0.8 -0.7 -0.957
H -2.444483 -1.683457 -2.661062 -0.2 -0.2 0.1 0.486
H -1.019585 -1.858808 -2.289027 0.1 -0.3 -0.2 0.509
O -1.879488 -2.297039 -2.179566 0.2 0.1 -0.3 -0.971
H -3.284320 2.862215 1.021032 0.5 -0.1 0.1 0.490
H -4.261452 1.856301 0.608473 0.1 -0.6 -0.1 0.493
O -3.318194 1.917559 0.815400 -0.6 0.6 0.0 -0.962

No. 4
15
Properties=species:S:1:pos:R:3:forces:R:3:nbo_charge:R:1 method="wB97M-V/def2-TZVPD" de_lowest_kcal_mol=41.7 e_lumo_ev=-4.164 total_charge=+1
C -0.525977 -0.366134 1.925278 -1.3 1.4 0.3 -0.427
N 0.176174 -1.616260 2.126332 1.0 0.3 -1.2 -0.794
H 0.029761 0.465303 1.377475 -0.4 -0.8 0.6 0.125
H -0.840384 0.034239 2.912027 0.5 0.0 -0.5 0.222
H -1.516642 -0.494603 1.422485 0.8 -0.2 0.1 0.187
H 0.399180 -1.988497 1.184475 -0.1 -0.1 0.9 0.333
H 1.086980 -1.366065 2.538779 -0.5 -0.5 -0.1 0.360
C 0.678150 0.263548 -1.310946 1.0 0.5 -0.5 -0.418
N -0.367130 1.047743 -2.046190 1.0 0.2 0.4 -0.648
H 0.173091 -0.487356 -0.752959 -0.3 -0.5 0.6 0.238
H 1.321389 -0.225510 -2.070777 -0.2 0.5 0.6 0.246
H 1.209329 0.989993 -0.653997 -0.2 -0.9 -0.6 0.248
H -1.027266 1.447047 -1.410043 -0.7 0.4 0.7 0.442
H -0.865563 0.486649 -2.696183 -0.6 -0.7 -0.9 0.441
H 0.068911 1.809903 -2.545750 0.1 0.4 -0.4 0.444